No. 1
C9H20ClN3O8P3 | ωB97M-V/def2-TZVPD

Properties
HOMO	-12.697	eV
charge	+1
spin multiplicity	1
structure (SMILES)	CC(=O)OC(=O)C[C@]1([PH2]=N)[N@@H+]([PH2]=O)[C@@H](P(=O)(O)O)CO[C@@]1(Cl)CN
frontier orbital gap	8.84	eV

Last column: Mulliken charge in e.
Geometry (Å):
C: -1.338 -0.999 4.783  -0.669
C: -2.411 -1.569 3.752  0.524
O: -3.339 -2.292 4.155  -0.499
O: -2.354 -1.294 2.342  -0.197
C: -0.972 -1.258 1.906  0.004
O: -0.408 -2.371 1.798  -0.542
C: -0.307 0.156 1.606  -0.752
C: -0.373 0.637 0.050  -0.934
P: -2.022 1.646 -0.019  0.530
N: -3.320 0.677 0.047  -0.756
N: -0.287 -0.459 -0.954  -0.031
P: -0.802 -0.088 -2.632  0.365
O: 0.335 0.352 -3.567  -0.549
C: 1.138 -1.026 -0.956  -0.456
P: 1.344 -2.486 -2.159  1.092
O: 0.042 -3.302 -2.328  -0.628
O: 2.101 -2.077 -3.610  -0.442
O: 2.435 -3.560 -1.360  -0.516
C: 2.278 0.089 -1.058  -0.580
O: 2.147 1.181 -0.122  -0.305
C: 0.825 1.755 -0.065  0.315
Cl: 0.914 2.809 1.482  -0.077
C: 0.604 2.861 -1.207  -0.626
N: 1.850 3.644 -1.526  -0.568
H: -0.676 -0.166 4.372  0.235
H: -1.918 -0.557 5.668  0.321
H: -0.677 -1.841 5.178  0.276
H: -0.925 0.900 2.236  0.601
H: 0.781 0.080 1.987  0.506
H: -2.117 2.441 -1.213  0.240
H: -2.035 2.485 1.155  0.185
H: -2.946 -0.292 0.084  0.282
H: -0.869 -1.309 -0.729  0.783
H: -1.847 0.878 -2.743  0.283
H: -1.337 -1.308 -3.212  0.244
H: 1.255 -1.508 0.092  0.684
H: 2.026 -2.888 -4.180  0.375
H: 2.646 -3.193 -0.463  0.368
H: 3.267 -0.448 -0.789  0.326
H: 2.446 0.529 -2.096  0.330
H: 0.163 2.517 -2.190  0.249
H: -0.123 3.648 -0.771  0.391
H: 2.489 3.064 -2.084  0.292
H: 2.316 3.945 -0.659  0.326

---

No. 2
C9H20CuF6N4O12S6 | ωB97M-V/def2-TZVPD

Properties
HOMO	-6.659	eV
charge	-1
spin multiplicity	1
frontier orbital gap	7.05	eV

Last column: Mulliken charge in e.
Geometry (Å):
Cu: -1.287 -3.587 1.213  0.780
C: 0.376 -0.669 -0.558  -0.556
C: -0.035 0.780 -0.343  -0.939
C: 0.889 1.775 -1.054  -0.401
C: 0.469 3.235 -0.937  -1.214
N: 1.463 4.274 -1.440  0.603
C: 0.717 5.543 -1.797  -0.863
C: 1.567 6.757 -1.347  -0.559
C: 2.263 6.199 -0.077  -0.581
C: 2.415 4.684 -0.292  -0.564
C: 2.158 3.728 -2.652  -1.110
H: 0.167 -0.852 -1.612  0.300
H: -0.197 -1.385 0.027  -0.186
H: 1.383 -0.945 -0.240  0.398
H: -0.230 1.066 0.693  0.460
H: -1.048 0.920 -0.738  0.261
H: 0.906 1.493 -2.110  0.471
H: 1.935 1.636 -0.760  0.450
H: 0.134 3.560 0.047  0.472
H: -0.397 3.328 -1.597  0.513
H: 0.442 5.491 -2.848  0.421
H: -0.212 5.598 -1.230  0.409
H: 2.311 6.953 -2.121  0.299
H: 1.055 7.702 -1.190  0.391
H: 3.228 6.681 0.059  0.352
H: 1.707 6.283 0.856  0.319
H: 3.441 4.446 -0.568  0.308
H: 2.143 4.040 0.538  0.439
H: 2.906 3.010 -2.329  0.401
H: 2.611 4.536 -3.221  0.368
H: 1.423 3.224 -3.274  0.399
N: 0.918 -3.630 1.243  0.172
S: 1.886 -4.029 0.100  0.817
O: 2.295 -5.417 0.039  -0.606
O: 2.773 -2.967 -0.332  -0.592
F: 0.779 -4.089 -1.041  -0.237
S: 1.923 -4.056 2.506  0.909
O: 3.152 -3.336 2.710  -0.584
O: 1.851 -5.446 2.899  -0.564
F: 0.981 -3.367 3.599  -0.275
N: -2.532 -2.320 2.620  0.281
S: -2.495 -0.837 2.973  0.727
O: -1.787 -0.442 4.164  -0.620
O: -3.600 0.058 2.667  -0.623
F: -1.519 -0.380 1.751  -0.264
S: -3.705 -2.741 3.724  0.917
O: -5.046 -2.251 3.532  -0.575
O: -3.225 -2.892 5.063  -0.569
F: -3.897 -4.230 3.210  -0.245
N: -2.354 -4.568 -0.448  0.162
S: -2.376 -4.422 -1.994  0.921
O: -3.687 -4.171 -2.542  -0.609
O: -1.358 -5.108 -2.732  -0.555
F: -1.760 -2.915 -1.979  -0.287
S: -2.873 -6.151 -0.443  0.898
O: -2.013 -7.182 -0.928  -0.548
O: -4.281 -6.294 -0.617  -0.573
F: -2.756 -6.323 1.158  -0.319

---

No. 3
C9H20F8N5Na2O16S8 | ωB97M-V/def2-TZVPD

Properties
HOMO	-7.983	eV
charge	-1
spin multiplicity	1
frontier orbital gap	9.16	eV

Last column: Mulliken charge in e.
Geometry (Å):
Na: 2.135 -4.117 0.740  1.046
Na: 1.599 -1.451 -0.439  1.432
C: -5.728 1.257 1.375  -1.512
C: -4.189 1.354 1.346  0.247
C: -3.720 1.779 -0.012  -1.108
N: -2.171 1.654 -0.298  0.543
C: -1.416 2.188 0.971  -0.947
C: 0.037 2.513 0.658  -0.219
C: 0.244 3.366 -0.493  -1.172
C: -0.341 2.714 -1.680  0.436
C: -1.860 2.495 -1.577  -1.115
C: -1.878 0.219 -0.607  -0.674
H: -6.190 0.837 0.482  0.356
H: -6.258 2.206 1.458  0.388
H: -5.992 0.674 2.257  0.378
H: -4.060 0.279 1.475  0.100
H: -3.584 1.931 2.046  0.381
H: -4.097 2.779 -0.225  0.418
H: -4.133 1.198 -0.837  0.551
H: -1.981 3.062 1.296  0.518
H: -1.372 1.344 1.659  0.708
H: 0.360 2.944 1.606  0.713
H: 0.627 1.600 0.581  -0.218
H: -0.178 4.357 -0.323  0.405
H: 1.294 3.596 -0.673  0.345
H: -0.236 3.204 -2.648  0.531
H: 0.135 1.766 -1.931  -0.653
H: -2.278 3.498 -1.658  0.350
H: -2.334 2.015 -2.433  0.572
H: -2.530 0.002 -1.453  0.216
H: -2.165 -0.344 0.281  0.299
H: -0.822 0.118 -0.857  0.146
N: 2.072 0.324 -2.021  0.065
S: 3.207 1.376 -2.265  0.952
O: 2.784 2.682 -2.724  -0.636
O: 4.496 0.855 -2.684  -0.547
F: 3.419 1.703 -0.658  -0.310
S: 1.944 0.178 -3.672  0.848
O: 2.980 -0.446 -4.516  -0.569
O: 1.093 1.193 -4.297  -0.608
F: 0.869 -1.067 -3.470  -0.273
N: 3.556 -2.203 0.741  -0.193
S: 4.199 -1.832 2.062  0.901
O: 4.013 -0.489 2.694  -0.506
O: 5.339 -2.661 2.520  -0.667
F: 3.021 -2.585 2.784  -0.321
S: 4.982 -1.600 -0.051  0.841
O: 6.145 -2.498 -0.136  -0.585
O: 5.266 -0.129 -0.034  -0.466
F: 4.354 -1.826 -1.538  -0.229
N: -0.682 0.138 3.625  -0.377
S: -0.442 -1.389 2.944  0.882
O: -0.480 -2.599 3.760  -0.600
O: 0.261 -1.386 1.672  0.000
F: -1.927 -1.444 2.313  -0.355
S: 0.775 0.333 3.860  0.925
O: 1.408 1.050 2.757  -0.505
O: 1.545 -0.713 4.585  -0.575
F: 0.778 1.528 4.901  -0.350
N: 0.507 -3.590 -0.843  -0.133
S: 0.507 -4.262 -2.389  0.876
O: -0.346 -3.557 -3.330  -0.523
O: 0.699 -5.680 -2.579  -0.557
F: 1.922 -3.690 -2.793  -0.222
S: -0.982 -4.074 -0.630  0.808
O: -1.328 -5.454 -0.788  -0.595
O: -2.046 -3.113 -0.847  -0.541
F: -0.827 -4.110 0.960  -0.314

---

No. 4
C9H20N2O2 | ωB97M-V/def2-TZVPD

Properties
HOMO	-7.043	eV
charge	0
spin multiplicity	1
structure (SMILES)	CCC[N+](C)(C)N(C)CCC(=O)[O-]
frontier orbital gap	7.01	eV

Last column: Mulliken charge in e.
Geometry (Å):
C: -1.999 1.318 -2.200  -1.642
C: -1.636 1.038 -0.723  0.040
C: -1.460 -0.496 -0.758  -1.093
N: -0.387 -1.014 0.130  0.578
C: -0.780 -0.596 1.456  -1.061
C: -0.115 -2.432 -0.149  -0.770
N: 0.830 -0.325 -0.180  -0.022
C: 1.245 -0.024 -1.583  -1.144
C: 1.897 -0.258 0.781  -1.101
C: 1.858 1.187 1.265  -0.037
C: 1.538 1.314 2.764  0.183
O: 0.339 1.598 3.019  -0.712
O: 2.378 1.033 3.650  -0.734
H: -3.054 1.412 -2.262  0.426
H: -1.564 2.263 -2.391  0.423
H: -1.831 0.567 -3.008  0.416
H: -0.784 1.619 -0.358  0.036
H: -2.397 1.296 0.033  0.554
H: -2.467 -0.814 -0.351  0.323
H: -1.321 -0.845 -1.807  0.622
H: -1.763 -1.058 1.721  0.321
H: -0.064 -0.976 2.236  0.363
H: -0.844 0.532 1.569  0.473
H: -1.171 -2.968 -0.178  0.355
H: 0.303 -2.672 -1.092  0.327
H: 0.559 -2.845 0.650  0.298
H: 1.680 -0.944 -2.004  0.332
H: 0.458 0.269 -2.282  0.313
H: 2.015 0.779 -1.497  0.388
H: 1.878 -0.997 1.572  0.546
H: 2.764 -0.308 0.182  0.497
H: 1.027 1.703 0.741  0.058
H: 2.867 1.645 1.055  0.442

---

No. 5
C9H20N2O3PdS2 | ωB97M-V/def2-TZVPD

Properties
HOMO	-15.816	eV
charge	+2
spin multiplicity	1
frontier orbital gap	7.71	eV

Last column: Mulliken charge in e.
Geometry (Å):
Pd: 0.914 -0.679 0.102  0.526
C: 0.887 2.200 1.182  -0.799
O: 0.105 0.991 1.103  -0.292
C: -1.295 1.226 0.772  -0.684
C: -1.507 1.433 -0.704  -0.338
O: -1.127 0.244 -1.364  -0.165
C: -1.278 0.338 -2.778  -0.780
H: 0.369 2.904 1.831  0.333
H: 1.030 2.639 0.195  0.310
H: 1.840 1.938 1.632  0.248
H: -1.630 2.090 1.347  0.416
H: -1.830 0.341 1.111  0.213
H: -0.928 2.285 -1.081  0.305
H: -2.568 1.655 -0.869  0.487
H: -2.319 0.539 -3.040  0.333
H: -0.983 -0.619 -3.201  0.240
H: -0.642 1.130 -3.183  0.309
S: -0.226 -2.135 1.520  -0.193
C: 0.899 -3.180 0.832  0.566
N: 1.672 -4.107 1.322  -0.124
C: 2.900 -4.437 0.573  -0.607
C: 2.859 -3.674 -0.771  -0.340
S: 1.279 -2.761 -0.831  0.003
H: 1.582 -4.393 2.290  0.284
H: 2.976 -5.512 0.423  0.330
H: 3.747 -4.110 1.174  0.324
H: 2.809 -4.351 -1.622  0.375
H: 3.706 -3.008 -0.905  0.338
C: 3.519 1.823 -2.422  -1.325
C: 3.092 0.971 -1.272  0.896
N: 3.945 0.789 -0.270  -0.321
O: 1.940 0.473 -1.278  -0.338
H: 4.583 1.718 -2.626  0.444
H: 3.325 2.869 -2.173  0.323
H: 2.941 1.566 -3.304  0.333
H: 4.861 1.210 -0.285  0.228
H: 3.675 0.268 0.550  0.144

---

No. 6
C9H20N3 | ωB97M-V/def2-TZVPD

Properties
HOMO	-12.491	eV
charge	+1
spin multiplicity	1
structure (SMILES)	CCc1n(CC)[nH][n+]1C(C)(C)C
frontier orbital gap	9.29	eV

Last column: Mulliken charge in e.
Geometry (Å):
C: -1.533 1.505 -2.473  -1.073
C: -1.432 0.218 -1.671  -0.452
C: -0.594 0.435 -0.534  0.033
N: -0.591 1.273 0.483  0.362
C: -0.844 2.734 0.861  -0.522
C: 0.425 3.560 0.928  -0.895
N: 0.146 0.520 1.311  -0.514
N: 0.532 -0.468 0.421  0.205
C: 0.923 -1.842 0.619  1.198
C: 0.444 -2.651 -0.664  -1.577
C: 0.281 -2.355 1.890  -1.374
C: 2.497 -1.944 0.707  -1.474
H: -0.472 1.847 -2.720  0.292
H: -1.835 2.171 -1.688  0.151
H: -2.097 1.239 -3.332  0.439
H: -1.102 -0.549 -2.333  0.349
H: -2.480 -0.223 -1.466  0.363
H: -1.555 3.145 0.210  0.377
H: -1.304 2.542 1.847  0.311
H: 1.145 3.098 1.605  0.317
H: 0.080 4.547 1.323  0.373
H: 0.784 3.925 -0.079  0.275
H: 0.854 0.832 2.120  0.309
H: -0.611 -2.518 -0.968  0.304
H: 1.069 -2.215 -1.381  0.517
H: 0.572 -3.792 -0.510  0.344
H: 0.442 -1.717 2.813  0.357
H: -0.768 -2.492 1.742  0.398
H: 0.746 -3.415 1.927  0.384
H: 2.742 -1.658 1.729  0.398
H: 2.816 -3.014 0.813  0.391
H: 3.103 -1.701 -0.081  0.431

---

Q: What is the HOMO in the third record?
A: -7.983 eV